The following is a DFT calculation (ωB97M-V/def2-TZVPD) of a 6-piece molecular cluster, C39H75N3O9 overall at a distorted geometry.

Summary:
Energy relative to the best compared isomer or geometry (same formula, charge and spin) (eV): 1.3168
Highest occupied orbital energy (eV): -8.1740
Frontier orbital gap (eV): 8.558

Geometry as XYZ:
```
126
Properties=species:S:1:pos:R:3:mulliken_charge:R:1
O -0.051 1.138 -1.382 -0.81
C -0.797 1.031 -0.439 0.07
O -1.599 2.020 -0.093 -0.14
C -2.388 1.668 1.082 0.11
C -2.183 0.232 1.336 0.48
C -1.024 -0.192 0.451 1.35
H -3.392 2.092 0.967 0.36
H -1.911 2.268 1.883 -0.49
H -3.101 -0.332 1.191 0.35
H -1.936 0.149 2.393 -0.88
H -1.295 -1.077 -0.132 0.17
H -0.088 -0.304 1.033 -1.07
O 0.366 4.037 2.908 -0.67
C 1.071 3.998 1.910 -0.05
O 1.407 5.160 1.215 -0.40
C 2.340 4.785 0.226 -0.74
C 2.279 3.265 0.055 0.33
C 1.766 2.822 1.383 1.27
H 3.311 5.207 0.602 0.26
H 2.134 5.434 -0.637 0.25
H 3.184 2.816 -0.310 0.22
H 1.495 3.040 -0.687 -0.19
H 2.541 2.704 2.160 0.44
H 1.143 1.929 1.391 -0.92
O -0.009 8.388 -1.315 -0.62
C -0.336 7.277 -1.715 0.50
O -0.792 6.273 -0.886 -0.33
C -1.187 5.187 -1.770 0.10
C -0.334 5.322 -2.945 -0.28
C -0.339 6.813 -3.147 -0.47
H -2.282 5.286 -1.857 0.28
H -1.079 4.334 -1.110 -0.24
H -0.752 4.764 -3.769 0.41
H 0.651 4.887 -2.726 0.09
H -1.281 7.130 -3.634 0.26
H 0.473 7.241 -3.722 0.32
C 1.875 -2.461 1.333 -1.25
C 3.151 -2.007 0.634 1.53
C 3.941 -3.283 0.323 -1.35
C 5.116 -3.038 -0.641 -0.57
C 4.556 -2.420 -1.866 -1.34
C 3.834 -1.071 -1.657 1.84
N 2.758 -1.408 -0.662 -0.41
O 2.062 -0.167 -0.350 1.54
C 4.889 -0.039 -1.163 -1.53
C 3.118 -0.603 -2.928 -1.67
C 3.948 -1.117 1.546 -1.36
H 1.215 -2.904 0.570 0.16
H 1.361 -1.600 1.778 -0.27
H 2.155 -3.198 2.079 0.62
H 4.398 -3.668 1.225 0.43
H 3.333 -4.062 -0.138 0.38
H 5.572 -3.994 -0.962 0.41
H 5.938 -2.450 -0.218 0.34
H 3.783 -2.996 -2.386 0.40
H 5.331 -2.295 -2.621 0.29
H 4.352 0.694 -0.596 -0.08
H 5.809 -0.441 -0.681 0.27
H 5.207 0.442 -2.087 0.59
H 2.259 -1.242 -3.139 0.01
H 2.775 0.427 -2.741 0.25
H 3.873 -0.600 -3.731 0.63
H 4.974 -1.077 1.237 0.41
H 3.913 -1.519 2.575 0.46
H 3.551 -0.084 1.490 -0.14
H 1.297 -0.085 -0.937 -0.25
C -2.405 -4.409 -2.732 -1.82
C -1.774 -3.393 -3.666 2.40
C -0.602 -4.182 -4.322 -1.41
C -1.082 -5.161 -5.396 -0.67
C -1.867 -4.385 -6.392 -1.24
C -3.167 -3.704 -5.810 1.54
N -2.654 -2.875 -4.692 0.34
O -3.691 -2.041 -4.020 -0.48
C -3.682 -2.862 -6.958 -1.88
C -4.264 -4.623 -5.311 -1.77
C -1.126 -2.220 -3.003 -2.61
H -1.939 -4.295 -1.747 0.45
H -2.364 -5.461 -3.050 0.24
H -3.463 -4.095 -2.628 0.40
H 0.021 -3.441 -4.803 0.47
H 0.039 -4.647 -3.548 0.40
H -1.660 -6.012 -4.943 0.31
H -0.184 -5.610 -5.830 0.40
H -2.082 -5.033 -7.249 0.45
H -1.234 -3.570 -6.774 0.42
H -2.852 -2.214 -7.223 0.46
H -3.864 -3.484 -7.846 0.38
H -4.540 -2.214 -6.770 0.38
H -3.926 -5.430 -4.672 0.28
H -4.950 -3.924 -4.816 0.39
H -4.772 -4.995 -6.193 0.48
H -1.883 -1.762 -2.310 0.45
H -0.852 -1.502 -3.774 0.43
H -0.257 -2.490 -2.406 0.41
H -3.452 -1.170 -4.374 0.34
C 0.471 0.306 6.838 -1.81
C -0.141 0.301 5.441 1.59
C -1.233 -0.780 5.236 -1.04
C -2.617 -0.387 5.888 -0.86
C -3.115 0.943 5.389 -1.00
C -2.079 2.023 5.589 1.31
N -0.752 1.647 5.011 1.28
O 0.156 2.697 5.184 -0.60
C -2.507 3.244 4.728 -1.39
C -1.965 2.483 7.079 -1.87
C 1.011 0.045 4.439 -1.77
H -0.276 0.144 7.626 0.28
H 0.931 1.280 6.967 0.37
H 1.262 -0.449 6.953 0.45
H -1.306 -0.979 4.151 0.23
H -0.893 -1.705 5.715 0.44
H -2.512 -0.341 7.000 0.32
H -3.335 -1.180 5.662 0.45
H -4.048 1.198 5.913 0.44
H -3.337 0.833 4.324 0.24
H -1.964 4.134 5.065 0.45
H -2.353 3.074 3.680 -0.08
H -3.585 3.363 4.901 0.54
H -1.960 1.710 7.857 0.28
H -1.057 3.103 7.148 0.35
H -2.821 3.106 7.358 0.49
H 1.436 -0.957 4.640 0.56
H 1.848 0.742 4.584 0.49
H 0.700 -0.005 3.375 -0.23
H 0.218 3.087 4.318 0.43
```